Computed, not measured: a molecular structure, C52H44GeN3O5RuS4 at a distorted geometry, with the ωB97M-V functional and the def2-TZVPD basis.

The geometry in ORCA input format:
```
! wB97M-V def2-TZVPD RIJCOSX def2/J DEFGRID3
* xyz 0 2
Ru -0.32444 0.36155 0.04072
Ge 0.07199 1.04855 -2.28384
S 3.03556 -4.38006 1.70018
S -1.29173 7.20036 0.31908
S 1.99687 -2.60100 6.42417
S 2.11339 -0.70163 0.05416
O -0.01404 -1.63509 -1.01201
O -2.19185 1.10822 -0.48595
O 3.72907 -5.11291 0.68478
O -4.06597 1.66931 -1.49512
O 2.26144 -5.08520 2.67110
N -0.32462 2.16986 0.95578
N 2.08745 -3.21624 0.94464
N -0.00609 -0.13475 2.37673
C -3.27349 0.80955 -1.11450
C 1.23836 5.11049 -2.92003
C 0.11587 5.67209 -3.51752
C -4.48541 -3.30127 -1.70118
C -4.16230 -2.82351 -0.43693
C 0.11372 2.96470 -2.77370
C -0.20865 3.48239 2.97474
C 0.70528 -0.07204 5.06018
C -0.75555 -2.82387 -1.36482
C 0.91780 -2.54488 5.07133
C -1.00690 3.54619 -3.36855
C 0.10718 3.51937 4.37168
C -0.98405 4.48262 0.94103
C -3.02785 6.51755 -1.41776
C 0.10434 1.04904 3.02824
C -0.64191 4.61943 2.26835
C -1.00668 4.88631 -3.74283
C 0.43778 -3.78991 4.79175
C 0.43010 1.12415 4.39144
C -2.42946 7.61823 -0.88916
C -3.94397 -0.20695 -3.82745
C -1.61764 5.51987 0.12604
C 0.63082 -1.27737 4.39324
C 2.87400 0.49717 -3.19551
C 5.88117 -2.27783 3.73949
C 0.43480 2.39813 5.04637
C -0.75073 3.24474 0.32240
C 1.33460 -1.64716 -1.18507
C 1.16000 -0.56082 -4.47923
C 2.02970 -2.67705 -1.98911
C -3.26629 -1.11398 1.13513
C 4.52839 -0.84341 2.33378
C 3.46876 -0.85515 -5.09784
C 0.93003 -4.78753 5.67509
C -3.97792 -1.09829 -2.61347
C 1.51324 0.24799 -3.39650
C 3.84296 -0.04721 -4.03007
C 5.56735 -1.01921 3.24044
C -3.70696 -1.52193 -0.24413
C 4.13544 -3.20943 2.45284
C -4.94488 -4.72465 -1.89181
C -3.62397 -0.64873 -1.33597
C 0.24962 -1.24395 3.03463
C 1.77927 -4.28817 6.60905
C -0.13875 2.25811 2.29666
C -2.56494 5.30724 -0.83740
C -4.37177 -2.42670 -2.77275
C 1.23453 3.76955 -2.55520
C 3.80888 -1.96089 1.95009
C 5.16593 -3.40367 3.34351
C 2.63431 -2.06497 1.06546
C 2.12053 -1.10677 -5.32288
H 1.58427 -2.74629 -2.98057
H -0.65200 -3.02854 -2.42939
H 3.19357 1.12514 -2.36532
H -0.76959 5.56276 2.78718
H 2.11917 5.71879 -2.73899
H -4.29381 0.79288 -3.58386
H -3.58879 -0.10706 1.39038
H -2.94892 4.32180 -1.08306
H 4.28954 0.13884 1.94055
H 2.12093 3.35171 -2.08486
H -1.15937 0.57025 -3.10808
H 2.29772 -4.82190 7.39253
H -2.58813 8.65526 -1.15238
H 0.67774 2.43603 6.10292
H -0.25230 -3.99678 3.98283
H -0.38804 -3.66186 -0.77540
H -3.78028 6.56389 -2.19623
H 2.00915 -3.66224 -1.52140
H 0.10921 -0.75817 -4.67437
H 0.94927 -0.04515 6.11680
H 0.15243 -2.16609 2.47567
H 6.14394 -0.16165 3.56432
H -1.79057 -2.61817 -1.13874
H 3.06870 -2.38009 -2.12050
H 0.11561 6.71793 -3.80254
H -0.91270 3.15694 -0.73760
H 4.22087 -1.27742 -5.75324
H -4.14318 -5.43186 -1.66331
H -1.89689 2.94440 -3.52953
H 4.89195 0.16391 -3.85141
H 0.67155 -5.83679 5.59956
H -5.78236 -4.95885 -1.23143
H -4.56902 -0.62660 -4.61613
H 6.69686 -2.38355 4.44410
H 1.81654 -1.72555 -6.16004
H -2.17559 -1.11650 1.16423
H 0.07092 4.47907 4.87594
H 5.40900 -4.38853 3.72179
H -4.63684 -2.77400 -3.76834
H -5.26488 -4.90161 -2.92030
H -2.92487 -0.11382 -4.21545
H -4.24867 -3.48259 0.42397
H -1.88865 5.31874 -4.20283
H -3.63514 -1.81526 1.88649
*
```

Values from the calculation:
E: -171783.678 eV
HOMO energy (alpha / beta): -7.3 / -7.4 eV
ΔE to the lowest compared entry with this formula, charge and spin: 25.0 kcal per mole
E_LUMO (alpha / beta): -1.19 / -1.18 eV
Strongest force on any atom: 0.0253 Eh/bohr